No. 1
This record from OMol25 describes a molecular structure, C5H10O. The level of theory is ωB97M-V/def2-TZVPD.

Computed properties:
- Energy above the lowest of the compared OMol25 structures with the same formula, charge and spin: 4.230 eV
- HOMO energy: -7.94 eV
- Kohn-Sham gap: 8.869 eV

```
16
Properties=species:S:1:pos:R:3:mulliken_charge:R:1
O -1.762 1.139 1.633 -0.68
C 0.050 0.877 1.327 -0.68
C -0.141 0.147 0.136 0.25
C 0.296 0.565 -1.273 -0.56
C 0.854 -0.868 -1.476 -0.39
C 0.262 -1.312 -0.112 -0.57
H -2.075 0.531 2.324 0.33
H 0.305 1.934 1.293 0.23
H 0.316 0.372 2.255 0.26
H -1.454 0.486 0.635 0.38
H 1.040 1.368 -1.331 0.25
H -0.525 0.817 -1.954 0.21
H 0.479 -1.404 -2.353 0.27
H 1.947 -0.899 -1.492 0.24
H 0.985 -1.740 0.593 0.26
H -0.575 -2.014 -0.205 0.22
```

No. 2
This record from OMol25 describes a single C5H10O molecule. The level of theory is ωB97M-V/def2-TZVPD.

Computed properties:
- Energy above the lowest of the compared OMol25 structures with the same formula, charge and spin: 4.619 eV
- HOMO energy (alpha / beta): -6.59 / -6.60 eV
- Kohn-Sham gap (alpha / beta): 7.029 / 7.031 eV

```
16
Properties=species:S:1:pos:R:3:mulliken_charge:R:1
C 1.578 0.204 1.614 -1.36
C 0.334 0.073 0.748 0.67
O 0.728 0.492 -0.780 -0.57
C -0.256 -1.228 0.611 -0.89
C -1.352 -1.285 -0.437 -0.37
C -0.586 -0.791 -1.605 -0.26
H 2.327 -0.542 1.322 0.31
H 1.322 0.043 2.669 0.34
H 2.030 1.199 1.524 0.34
H -0.395 0.872 0.973 0.21
H 0.531 1.446 -0.929 0.35
H 0.428 -2.080 0.651 0.22
H -1.712 -2.312 -0.587 0.28
H -2.213 -0.643 -0.203 0.23
H -0.910 0.038 -2.239 0.26
H 0.157 -1.453 -2.043 0.22
```

No. 3
This record from OMol25 describes a molecular structure, C5H10O. The level of theory is ωB97M-V/def2-TZVPD.

Computed properties:
- Energy above the lowest of the compared OMol25 structures with the same formula, charge and spin: 5.102 eV
- HOMO energy (alpha / beta): -8.36 / -8.36 eV
- Kohn-Sham gap (alpha / beta): 8.030 / 8.029 eV

```
16
Properties=species:S:1:pos:R:3:mulliken_charge:R:1
C -1.376 0.372 -0.643 -1.49
C -0.524 -0.096 0.522 0.40
C -0.479 -1.650 0.614 -0.57
O 0.648 -2.025 -0.079 -0.67
C 0.983 0.048 0.334 -0.13
C 1.553 1.394 -0.185 -1.07
H -1.359 1.451 -0.759 0.39
H -2.406 0.128 -0.479 0.42
H -0.997 -0.105 -1.568 0.34
H -0.883 0.360 1.471 0.31
H -1.378 -2.017 0.134 0.38
H -0.418 -2.036 1.647 0.27
H 1.510 -1.162 0.598 0.48
H 2.500 1.393 -0.706 0.33
H 1.767 1.864 0.798 0.31
H 0.833 1.982 -0.655 0.30
```

No. 4
This record from OMol25 describes a single C5H10O molecule. The level of theory is ωB97M-V/def2-TZVPD.

Computed properties:
- Energy above the lowest of the compared OMol25 structures with the same formula, charge and spin: 0.849 eV
- HOMO energy: -10.07 eV
- SMILES string: OC1CCCC1
- Kohn-Sham gap: 11.060 eV

```
16
Properties=species:S:1:pos:R:3:mulliken_charge:R:1
O -0.688 0.988 2.030 -0.56
C -0.262 0.071 1.066 0.14
C -1.137 0.043 -0.228 -0.78
C -0.287 -0.531 -1.364 -0.55
C 1.235 -0.391 -0.844 -0.48
C 1.119 0.478 0.506 -0.72
H -1.620 0.696 2.254 0.33
H -0.232 -0.914 1.528 0.24
H -2.109 -0.414 -0.047 0.43
H -1.498 1.098 -0.335 0.30
H -0.513 0.016 -2.355 0.23
H -0.623 -1.549 -1.624 0.26
H 1.895 0.048 -1.629 0.31
H 1.685 -1.445 -0.530 0.22
H 1.864 0.205 1.268 0.34
H 1.170 1.602 0.302 0.28
```

No. 5
This record from OMol25 describes a single C5H10O molecule. The level of theory is ωB97M-V/def2-TZVPD.

Computed properties:
- Energy above the lowest of the compared OMol25 structures with the same formula, charge and spin: 1.793 eV
- HOMO energy: -9.88 eV
- SMILES string: CC[C@@]1(C)CO1
- Kohn-Sham gap: 10.872 eV

```
16
Properties=species:S:1:pos:R:3:mulliken_charge:R:1
C -0.206 0.544 1.847 -1.13
C 0.031 -0.638 0.909 -0.61
C 0.082 -0.391 -0.603 1.19
C -1.008 0.405 -1.239 -1.41
C 1.379 -0.330 -1.279 -0.85
O 0.649 -1.547 -1.203 -0.49
H -1.141 1.066 1.620 0.33
H 0.612 1.270 1.801 0.29
H -0.274 0.195 2.885 0.35
H -0.779 -1.368 1.039 0.28
H 0.948 -1.168 1.206 0.38
H -1.981 -0.052 -1.091 0.29
H -1.011 1.409 -0.788 0.32
H -0.791 0.526 -2.303 0.42
H 2.006 0.047 -0.496 0.30
H 1.483 0.033 -2.304 0.33
```

No. 6
This record from OMol25 describes a single C5H10O molecule. The level of theory is ωB97M-V/def2-TZVPD.

Computed properties:
- Energy above the lowest of the compared OMol25 structures with the same formula, charge and spin: 1.587 eV
- HOMO energy: -9.79 eV
- SMILES string: COCC1CC1
- Kohn-Sham gap: 10.962 eV

```
16
Properties=species:S:1:pos:R:3:mulliken_charge:R:1
C 2.651 -0.127 0.083 -0.68
O 1.453 0.293 -0.507 -0.32
C 0.375 -0.072 0.315 -0.54
C -0.876 0.616 -0.158 -0.02
C -2.195 0.150 0.381 -0.58
C -1.869 -0.049 -1.071 -0.60
H 2.650 0.145 1.152 0.31
H 2.774 -1.219 0.014 0.27
H 3.476 0.365 -0.438 0.24
H 0.244 -1.170 0.326 0.28
H 0.637 0.212 1.353 0.32
H -0.749 1.687 -0.304 0.36
H -2.933 0.895 0.660 0.26
H -2.180 -0.732 1.017 0.24
H -1.678 -1.059 -1.423 0.23
H -2.388 0.576 -1.793 0.25
```

No. 7
This record from OMol25 describes a single C5H10O molecule. The level of theory is ωB97M-V/def2-TZVPD.

Computed properties:
- Energy above the lowest of the compared OMol25 structures with the same formula, charge and spin: 3.315 eV
- HOMO energy: -9.34 eV
- SMILES string: C/C=C(/C)OC
- Kohn-Sham gap: 10.283 eV

```
16
Properties=species:S:1:pos:R:3:mulliken_charge:R:1
C -1.989 -1.017 -0.164 -0.93
C -1.372 0.331 0.095 -0.21
C -0.120 0.579 -0.150 0.52
C 0.643 1.856 -0.145 -1.08
O 0.839 -0.750 -0.706 -0.44
C 1.852 -1.012 0.238 -0.79
H -2.850 -1.385 0.530 0.30
H -2.414 -1.045 -1.277 0.21
H -1.205 -1.787 -0.218 0.27
H -2.179 0.944 0.533 0.34
H -0.196 2.630 -0.299 0.33
H 1.476 1.821 -0.891 0.31
H 1.105 1.956 0.976 0.23
H 1.462 -1.141 1.255 0.28
H 2.508 -0.205 0.367 0.33
H 2.439 -1.774 -0.145 0.32
```

No. 8
This record from OMol25 describes a single C5H10O molecule. The level of theory is ωB97M-V/def2-TZVPD.

Computed properties:
- Energy above the lowest of the compared OMol25 structures with the same formula, charge and spin: 4.532 eV
- HOMO energy (alpha / beta): -7.28 / -7.05 eV
- Kohn-Sham gap (alpha / beta): 8.109 / 7.637 eV

```
16
Properties=species:S:1:pos:R:3:mulliken_charge:R:1
C 1.857 -0.089 -0.168 -1.03
C 0.711 0.820 -0.513 -0.29
C -0.421 0.411 -1.254 -0.46
C -1.412 -0.729 -0.568 -0.36
O -1.132 -1.127 0.666 -0.31
C -1.031 -0.042 1.595 -0.62
H 2.436 -0.350 -1.070 0.34
H 2.569 0.380 0.525 0.29
H 1.540 -1.041 0.296 0.30
H 0.746 1.838 -0.125 0.41
H -1.048 1.205 -1.663 0.29
H -0.156 -0.329 -2.033 0.27
H -1.625 -1.623 -1.187 0.32
H -1.357 0.896 1.140 0.33
H -1.681 -0.303 2.432 0.28
H 0.004 0.083 1.926 0.24
```

No. 9
This record from OMol25 describes a single C5H10O molecule. The level of theory is ωB97M-V/def2-TZVPD.

Computed properties:
- Energy above the lowest of the compared OMol25 structures with the same formula, charge and spin: 1.775 eV
- HOMO energy: -10.15 eV
- SMILES string: CCC[C@H]1CO1
- Kohn-Sham gap: 11.297 eV

```
16
Properties=species:S:1:pos:R:3:mulliken_charge:R:1
C -1.550 1.027 0.065 -1.09
C -1.365 -0.465 0.324 -0.43
C 0.084 -0.824 0.641 -0.59
C 1.027 -0.661 -0.535 -0.02
C 2.081 0.360 -0.538 -0.47
O 2.368 -0.991 -0.233 -0.45
H -0.944 1.366 -0.784 0.29
H -1.244 1.607 0.944 0.29
H -2.595 1.269 -0.152 0.34
H -1.693 -1.046 -0.549 0.28
H -2.009 -0.773 1.157 0.31
H 0.133 -1.841 1.059 0.27
H 0.479 -0.168 1.430 0.35
H 0.707 -0.636 -1.567 0.40
H 2.536 0.657 -1.487 0.28
H 1.986 1.120 0.225 0.23
```

No. 10
This record from OMol25 describes a single C5H10O molecule. The level of theory is ωB97M-V/def2-TZVPD.

Computed properties:
- Energy above the lowest of the compared OMol25 structures with the same formula, charge and spin: 1.299 eV
- HOMO energy: -10.02 eV
- SMILES string: CC[C@@]1(C)CO1
- Kohn-Sham gap: 11.072 eV

```
16
Properties=species:S:1:pos:R:3:mulliken_charge:R:1
C 1.986 -0.199 0.085 -1.33
C 0.819 0.732 -0.236 -0.44
C -0.575 0.095 -0.139 1.26
C -0.834 -1.197 0.624 -1.34
C -1.733 0.960 -0.381 -0.87
O -1.230 0.135 -1.416 -0.52
H 1.863 -1.160 -0.424 0.34
H 2.060 -0.390 1.158 0.32
H 2.930 0.237 -0.254 0.37
H 0.908 1.060 -1.279 0.36
H 0.874 1.641 0.375 0.28
H 0.011 -1.887 0.607 0.32
H -1.108 -1.019 1.666 0.26
H -1.670 -1.700 0.135 0.42
H -1.584 2.032 -0.499 0.28
H -2.716 0.661 -0.020 0.29
```

No. 11
This record from OMol25 describes a single C5H10O molecule. The level of theory is ωB97M-V/def2-TZVPD.

Computed properties:
- Energy above the lowest of the compared OMol25 structures with the same formula, charge and spin: 2.032 eV
- HOMO energy: -9.56 eV
- SMILES string: C[C@H]1CCCO1
- Kohn-Sham gap: 10.694 eV

```
16
Properties=species:S:1:pos:R:3:mulliken_charge:R:1
C 1.856 0.147 0.503 -1.31
C 0.628 0.592 -0.265 0.33
C -0.117 -0.548 -1.037 -0.68
C -1.519 -0.265 -0.532 -0.55
C -1.303 -0.089 0.935 -0.36
O -0.332 1.121 0.699 -0.50
H 2.332 1.003 0.992 0.33
H 2.580 -0.334 -0.162 0.37
H 1.566 -0.570 1.279 0.26
H 0.920 1.368 -0.995 0.34
H -0.051 -0.462 -2.125 0.31
H 0.298 -1.526 -0.751 0.27
H -2.426 -0.652 -0.999 0.46
H -1.496 0.855 -0.526 0.26
H -0.701 -0.794 1.507 0.20
H -2.235 0.154 1.476 0.26
```

No. 12
This record from OMol25 describes 2 unconnected molecules or ions with the total composition C5H10O. The level of theory is ωB97M-V/def2-TZVPD.

Computed properties:
- Energy above the lowest of the compared OMol25 structures with the same formula, charge and spin: 1.843 eV
- HOMO energy: -9.48 eV
- SMILES string: C[C@H]1CCC1=O.[H][H]
- Kohn-Sham gap: 10.502 eV

```
16
Properties=species:S:1:pos:R:3:mulliken_charge:R:1
C -1.205 -0.862 -0.992 -1.46
C -0.033 -0.576 -0.062 0.49
C 1.316 -0.125 -0.693 -0.71
C 1.220 1.255 0.010 -0.46
C -0.146 0.837 0.520 0.11
O -1.064 1.457 0.990 -0.56
H -2.104 -1.081 -0.408 0.33
H -1.418 0.024 -1.600 0.35
H -1.002 -1.701 -1.664 0.38
H 0.088 -1.377 0.678 0.46
H 2.180 -0.726 -0.398 0.27
H 1.283 -0.064 -1.783 0.29
H 1.957 1.440 0.798 0.26
H 1.153 2.139 -0.630 0.26
H -0.902 -0.580 2.776 0.09
H -1.323 -0.058 2.458 -0.09
```

For the records above, the corresponding largest force on an atom values read 0.0081, 0.0101, 0.0571, 0.0485, 0.0401, 0.0080, 0.0856, 0.0566, 0.0352, 0.0083, 0.0522, 0.0108 Eh/bohr.